(1)
Here is a molecular structure, C65H40Cl9N7OTi at a distorted geometry from the Open Molecules 2025 dataset. Energies are from ωB97M-V/def2-TZVPD.

XYZ file:
```
123
Properties=species:S:1:pos:R:3
Ti 0.905 -0.977 0.360
Cl -5.123 -7.845 3.424
C -4.016 -6.592 2.891
C -3.290 -5.881 3.826
C -2.414 -4.893 3.395
C -2.237 -4.609 2.040
C -2.998 -5.340 1.127
C -3.887 -6.324 1.539
C -1.296 -3.560 1.563
C 0.060 -3.642 1.928
C 0.611 -4.583 2.830
C 1.944 -4.305 2.950
C 2.227 -3.220 2.069
C 3.499 -2.781 1.729
C 4.642 -3.262 2.531
C 4.660 -3.078 3.917
C 5.695 -3.558 4.709
C 6.744 -4.230 4.110
Cl 8.062 -4.841 5.099
C 6.769 -4.427 2.739
C 5.724 -3.945 1.964
C 3.739 -2.046 0.535
N 2.749 -1.717 -0.387
C 3.424 -1.234 -1.507
C 2.844 -0.927 -2.769
C 3.764 -0.818 -3.918
C 3.804 0.313 -4.741
C 4.693 0.417 -5.804
C 5.569 -0.619 -6.056
Cl 6.712 -0.489 -7.383
C 5.562 -1.760 -5.268
C 4.668 -1.848 -4.214
C 1.467 -0.712 -2.967
C 0.861 -0.322 -4.194
C -0.460 -0.048 -3.914
C -0.654 -0.342 -2.549
N 0.523 -0.745 -1.969
C -1.905 -0.292 -1.863
C -2.086 -0.885 -0.648
C -3.387 -1.239 -0.129
C -3.216 -2.280 0.703
C -1.804 -2.546 0.799
N -1.093 -1.605 0.045
C -3.117 0.168 -2.596
C -3.505 -0.441 -3.792
C -4.656 -0.058 -4.465
C -5.446 0.949 -3.936
Cl -6.905 1.439 -4.780
C -5.108 1.562 -2.746
C -3.950 1.163 -2.087
C 4.792 -1.164 -1.233
C 4.988 -1.662 0.054
N 1.058 -2.804 1.451
H -3.418 -6.085 4.881
H -1.879 -4.304 4.128
H -2.877 -5.133 0.071
H -4.470 -6.881 0.818
H 0.070 -5.369 3.327
H 2.672 -4.834 3.543
H 3.841 -2.536 4.376
H 5.692 -3.403 5.780
H 7.593 -4.961 2.286
H 5.728 -4.118 0.896
H 3.137 1.139 -4.529
H 4.712 1.304 -6.425
H 6.246 -2.571 -5.484
H 4.651 -2.740 -3.599
H 1.353 -0.261 -5.150
H -1.215 0.297 -4.602
H -4.322 -0.790 -0.423
H -3.980 -2.818 1.242
H -2.897 -1.245 -4.187
H -4.946 -0.545 -5.387
H -5.738 2.342 -2.337
H -3.696 1.624 -1.142
H 5.541 -0.783 -1.911
H 5.917 -1.730 0.599
Cl -1.561 -0.920 3.215
C -0.123 0.015 3.508
C 0.982 -0.136 2.661
C 2.103 0.555 3.140
Cl 3.645 0.369 2.347
C 2.108 1.412 4.247
Cl 3.539 2.273 4.726
C 0.941 1.609 4.967
Cl 0.885 2.732 6.284
C -0.179 0.875 4.608
Cl -1.634 1.059 5.543
C 1.935 2.947 0.752
C 2.239 1.797 -0.198
C 2.093 2.235 -1.648
O 1.420 0.674 0.074
H 1.011 3.456 0.468
H 2.756 3.666 0.722
H 1.818 2.596 1.776
H 3.273 1.487 -0.047
H 1.065 2.533 -1.877
H 2.368 1.432 -2.325
H 2.751 3.092 -1.824
N -3.444 5.910 -1.017
C -4.324 6.971 -1.041
C -4.568 7.976 -1.972
C -5.550 8.893 -1.653
C -6.265 8.809 -0.445
C -6.013 7.806 0.471
C -5.024 6.872 0.166
N -4.578 5.774 0.892
C -3.648 5.239 0.157
C -2.875 4.020 0.492
C -1.904 3.522 -0.360
C -1.257 2.342 -0.025
N -1.494 1.669 1.096
C -2.420 2.160 1.916
C -3.142 3.321 1.657
H -2.797 5.648 -1.738
H -4.019 8.040 -2.903
H -5.774 9.691 -2.349
H -7.029 9.546 -0.233
H -6.562 7.732 1.401
H -1.642 4.009 -1.291
H -0.523 1.910 -0.694
H -2.607 1.595 2.824
H -3.897 3.678 2.346
```

Multiplicity: 3
Expectation value of S²: 2.0414
HOMO-LUMO gap (spin up / spin down): 0.1297 / 0.1949 Ha
Charge: -2
Energy above the lowest of the compared OMol25 structures with the same formula, charge and spin: 11.81 kcal per mole
DFT total energy: -7950.93402 Eh

Mulliken atomic charge list, values in e, 6 entries:
1 Ti -2.979
2 Cl -0.263
3 C 0.402
4 C -1.032
5 C -0.267
6 C 0.084

---

(2)
Here is a molecular structure, C65H48BrNO2P3S8SiY at a distorted geometry from the Open Molecules 2025 dataset. Energies are from ωB97M-V/def2-TZVPD.

XYZ file:
```
130
Properties=species:S:1:pos:R:3
Y 0.189 -0.032 1.567
C 0.634 -5.617 1.109
C -0.293 -4.731 1.631
C -0.608 -3.573 0.940
C 0.007 -3.281 -0.277
C 0.927 -4.183 -0.799
C 1.232 -5.344 -0.110
P -0.571 -1.771 -1.165
C -1.860 -2.602 -2.175
C -2.299 -1.953 -3.329
C -3.338 -2.472 -4.075
C -3.970 -3.638 -3.671
C -3.547 -4.285 -2.523
C -2.503 -3.770 -1.777
C 0.750 -1.626 -2.427
C 0.863 -2.520 -3.488
C 1.913 -2.410 -4.380
C 2.848 -1.401 -4.222
C 2.715 -0.496 -3.186
C 1.675 -0.593 -2.273
Si 1.285 0.767 -0.967
C 0.368 1.853 -2.295
C 1.031 2.366 -3.406
C 0.474 3.364 -4.185
C -0.756 3.904 -3.837
C -1.474 3.345 -2.796
C -0.932 2.290 -2.064
P -1.893 1.344 -0.839
C -2.769 2.781 -0.103
C -4.143 2.982 -0.136
C -4.689 4.112 0.450
C -3.876 5.036 1.085
C -2.508 4.820 1.152
C -1.956 3.704 0.556
C -3.273 0.737 -1.910
C -4.055 -0.255 -1.319
C -5.224 -0.693 -1.907
C -5.609 -0.183 -3.136
C -4.793 0.733 -3.779
C -3.632 1.187 -3.176
C 2.832 1.871 -0.673
C 2.926 3.182 -1.128
C 3.911 4.044 -0.684
C 4.820 3.619 0.268
C 4.739 2.330 0.757
C 3.767 1.457 0.286
P 3.467 -0.161 1.046
C 4.940 -0.416 2.126
C 4.707 -0.758 3.453
C 5.766 -0.995 4.314
C 7.068 -0.872 3.865
C 7.307 -0.539 2.541
C 6.254 -0.327 1.671
C 4.075 -1.295 -0.258
C 4.950 -0.892 -1.260
C 5.502 -1.825 -2.118
C 5.187 -3.166 -1.982
C 4.296 -3.568 -1.002
C 3.740 -2.639 -0.143
H 0.892 -6.515 1.655
H -0.756 -4.930 2.587
H -1.343 -2.888 1.344
H 1.417 -3.983 -1.742
H 1.950 -6.038 -0.530
H -1.807 -1.038 -3.638
H -3.662 -1.964 -4.973
H -4.794 -4.037 -4.246
H -4.028 -5.201 -2.207
H -2.175 -4.289 -0.887
H 0.121 -3.297 -3.621
H 2.005 -3.116 -5.196
H 3.668 -1.307 -4.921
H 3.429 0.308 -3.085
H 2.007 1.979 -3.659
H 1.023 3.758 -5.032
H -1.165 4.735 -4.400
H -2.446 3.747 -2.532
H -4.790 2.263 -0.626
H -5.759 4.271 0.413
H -4.311 5.921 1.530
H -1.872 5.523 1.673
H -0.887 3.541 0.597
H -3.724 -0.680 -0.386
H -5.837 -1.430 -1.408
H -6.527 -0.514 -3.598
H -5.068 1.120 -4.753
H -3.017 1.900 -3.706
H 2.191 3.556 -1.824
H 3.943 5.060 -1.053
H 5.564 4.299 0.659
H 5.408 2.012 1.543
H 3.690 -0.864 3.801
H 5.572 -1.282 5.337
H 7.898 -1.037 4.542
H 8.326 -0.449 2.186
H 6.459 -0.094 0.634
H 5.189 0.158 -1.371
H 6.186 -1.506 -2.893
H 5.635 -3.898 -2.642
H 4.042 -4.613 -0.898
H 3.049 -2.945 0.630
S 0.710 -3.651 5.167
C 0.439 -2.506 4.005
S -1.022 -1.644 3.857
S 1.638 -2.136 2.809
C -1.735 1.384 5.197
S 0.020 1.205 4.754
C 0.423 2.912 4.662
C 1.050 3.476 3.597
S 1.468 2.735 2.136
S 1.466 5.192 3.826
C 0.819 5.383 5.434
S 0.846 6.793 6.277
S 0.122 3.927 6.060
H -2.156 0.384 5.233
H -2.230 1.963 4.425
H -1.797 1.867 6.168
Br -7.220 -2.498 1.991
C -6.120 -0.974 2.262
C -6.689 0.183 2.768
N -5.988 1.287 2.957
C -4.700 1.273 2.662
C -4.045 0.157 2.153
C -4.779 -1.009 1.947
C -2.591 0.194 1.797
O -2.137 -0.775 1.141
O -1.899 1.180 2.136
H -7.736 0.225 3.034
H -4.155 2.191 2.835
H -4.293 -1.897 1.570
```

HOMO-LUMO gap: 0.2055 Ha
Charge: -2
Energy above the lowest of the compared OMol25 structures with the same formula, charge and spin: 4.59 kcal per mole
DFT total energy: -9822.69575 Eh

Mulliken atomic charge list, values in e, 6 entries:
1 Y -2.195
2 C -1.181
3 C -0.644
4 C -0.088
5 C 1.509
6 C -0.911

---

(3)
Here is a molecular structure, C65H55CuGe2NO2Te at a distorted geometry from the Open Molecules 2025 dataset. Energies are from ωB97M-V/def2-TZVPD.

XYZ file:
```
127
Properties=species:S:1:pos:R:3
Cu 0.448 -0.460 0.158
C -3.337 -1.380 -5.749
C -2.372 -1.299 -4.596
C -1.073 -1.767 -4.720
C -0.188 -1.750 -3.645
C 1.194 -2.184 -3.835
O 1.885 -2.755 -2.992
C 1.771 -1.902 -5.177
C 1.421 -0.797 -5.958
C 1.993 -0.606 -7.198
C 2.926 -1.509 -7.694
C 3.298 -2.599 -6.917
C 2.740 -2.782 -5.670
C -0.619 -1.309 -2.346
O 0.140 -1.492 -1.349
C -1.915 -0.686 -2.272
C -2.763 -0.752 -3.389
C -2.374 -0.066 -1.060
N -1.601 0.151 -0.038
C -2.122 0.747 1.166
C -2.488 2.215 1.046
Te -0.786 3.458 0.559
C -0.640 2.969 -1.511
C -1.475 3.583 -2.431
C -1.369 3.281 -3.779
C -0.401 2.392 -4.216
C 0.458 1.809 -3.301
C 0.328 2.088 -1.953
C -3.811 0.335 -1.033
C -4.746 -0.418 -0.329
C -6.083 -0.052 -0.335
C -6.496 1.074 -1.028
C -5.568 1.841 -1.717
C -4.235 1.474 -1.715
H -2.831 -1.745 -6.642
H -3.767 -0.401 -5.973
H -4.161 -2.058 -5.517
H -0.749 -2.190 -5.665
H 0.696 -0.089 -5.582
H 1.706 0.249 -7.800
H 3.363 -1.360 -8.674
H 4.019 -3.312 -7.298
H 3.021 -3.618 -5.045
H -3.770 -0.366 -3.307
H -1.335 0.642 1.922
H -3.005 0.192 1.518
H -2.852 2.567 2.009
H -3.271 2.361 0.309
H -2.214 4.296 -2.087
H -2.044 3.742 -4.488
H -0.313 2.165 -5.270
H 1.230 1.127 -3.628
H 0.977 1.601 -1.240
H -4.429 -1.304 0.205
H -6.808 -0.653 0.199
H -7.541 1.349 -1.049
H -5.885 2.725 -2.258
H -3.501 2.059 -2.254
C 1.458 -3.796 0.811
Ge 0.117 -2.480 1.529
C 0.643 -2.751 3.490
C 1.168 -1.722 4.260
C 1.743 -1.959 5.498
C 1.787 -3.246 6.005
C 1.225 -4.282 5.275
C 0.665 -4.028 4.035
C -1.556 -3.641 1.593
C -1.623 -4.834 0.909
C -2.749 -5.663 0.964
C -3.855 -5.304 1.690
C -3.869 -4.069 2.366
C -4.990 -3.633 3.102
C -4.992 -2.420 3.735
C -3.861 -1.598 3.667
C -2.747 -2.008 2.986
C -2.711 -3.242 2.314
H 1.424 -4.772 1.296
H 2.455 -3.383 0.946
H 1.313 -3.925 -0.257
H 1.140 -0.710 3.872
H 2.176 -1.137 6.057
H 2.255 -3.451 6.964
H 1.241 -5.293 5.674
H 0.241 -4.846 3.467
H -0.776 -5.153 0.318
H -2.737 -6.613 0.442
H -4.723 -5.953 1.761
H -5.861 -4.278 3.148
H -5.865 -2.096 4.290
H -3.877 -0.632 4.152
H -1.861 -1.393 2.942
C 1.933 0.337 1.062
Ge 2.411 2.100 1.689
C 2.640 3.472 0.226
C 2.182 4.783 0.191
C 2.399 5.595 -0.911
C 3.081 5.109 -2.011
C 3.559 3.810 -1.990
C 3.345 3.013 -0.881
C 4.368 1.886 2.074
C 5.045 0.728 1.719
C 6.403 0.588 1.944
C 7.116 1.625 2.523
C 6.458 2.792 2.880
C 5.098 2.913 2.654
C 1.863 2.878 3.483
C 2.174 2.067 4.573
C 1.724 2.351 5.847
C 0.950 3.480 6.066
C 0.642 4.308 5.000
C 1.081 3.997 3.725
H 2.346 -0.337 1.829
H 1.664 5.202 1.045
H 2.036 6.615 -0.909
H 3.231 5.732 -2.884
H 4.098 3.423 -2.845
H 3.723 2.000 -0.867
H 4.482 -0.070 1.256
H 6.908 -0.332 1.671
H 8.180 1.523 2.702
H 7.012 3.606 3.338
H 4.582 3.825 2.931
H 2.783 1.189 4.403
H 1.969 1.693 6.672
H 0.587 3.715 7.059
H 0.053 5.203 5.164
H 0.805 4.655 2.911
```

Multiplicity: 2
Expectation value of S²: 0.7616
HOMO-LUMO gap (spin up / spin down): 0.1448 / 0.1528 Ha
Charge: -2
DFT total energy: -8777.42827 Eh

Mulliken atomic charge list, values in e, 6 entries:
1 Cu -1.306
2 C -1.863
3 C 0.404
4 C -0.570
5 C 0.730
6 C -0.128